Molecular formula: C10H21N3O5
Method: DFT, the ωB97M-V functional and the def2-TZVPD basis

```
39
Properties=species:S:1:pos:R:3:forces:R:3:mulliken_charge:R:1
O 3.07089 -2.85427 0.59770 0.0 0.0 0.0 -0.493
O -6.44232 0.77130 0.79402 0.3 0.1 -0.2 -0.722
O -6.36833 -1.80752 0.06011 0.1 0.0 0.0 -0.518
O -4.70883 -2.91406 -0.91745 -0.2 0.4 0.2 -0.592
O 3.71936 -2.10416 -1.39016 -0.3 0.1 0.4 -0.565
N 1.51868 -0.59091 1.08522 0.0 -0.1 0.1 -0.773
N -5.63244 2.61705 -0.20222 0.0 0.0 0.0 -0.381
N -2.75146 -1.13584 -0.20812 0.0 -0.3 0.0 -0.654
C 2.47473 -0.55957 -0.00726 0.0 0.1 -0.1 0.259
C -4.50522 0.50784 -0.63112 0.0 0.0 0.0 -0.959
C -5.60938 1.29158 0.05235 -0.1 0.0 0.1 0.810
C 4.55528 0.04329 1.33989 0.1 0.0 0.0 -1.575
C 3.14137 -1.90268 -0.35314 0.2 0.1 -0.3 0.186
C 4.26111 0.95554 -1.01542 0.0 -0.1 -0.1 -0.443
C 3.55759 0.51067 0.27368 0.0 0.0 0.0 0.290
C -5.09724 -1.94841 -0.30385 0.2 -0.3 -0.2 0.556
C -4.13589 -0.80589 0.08568 -0.1 0.1 0.1 -0.094
C 5.22943 2.11906 -0.81236 0.0 0.1 0.0 -1.342
H -2.74006 -1.62212 -1.10406 0.1 0.1 0.1 0.290
H 2.53920 -2.49554 1.32610 0.1 -0.1 -0.1 0.375
H -4.81209 0.31494 -1.66819 0.0 0.0 0.1 0.282
H 4.73685 2.96561 -0.31716 0.1 -0.1 -0.1 0.319
H 0.77319 -1.26763 0.99689 0.0 0.1 0.0 0.252
H -2.44143 -1.84245 0.45566 0.0 0.1 -0.1 0.265
H 1.93751 -0.26192 -0.91545 0.1 0.0 0.1 0.455
H 5.19960 0.86744 1.66010 -0.1 -0.1 -0.1 0.462
H 4.78255 0.09939 -1.45905 -0.1 0.1 0.1 0.280
H -4.93851 3.06779 -0.77517 -0.1 -0.1 0.1 0.200
H -6.50098 -0.93050 0.49450 0.0 0.0 0.0 0.444
H -4.23145 -0.63536 1.16494 0.0 0.0 -0.1 0.426
H 5.61135 2.47442 -1.77439 -0.1 -0.1 0.1 0.406
H -6.36516 3.17338 0.21083 0.1 -0.1 0.0 0.251
H 6.09412 1.83310 -0.20575 -0.1 0.0 -0.1 0.309
H 3.49238 1.25253 -1.74160 0.1 0.0 0.1 0.338
H 3.00162 1.37053 0.67151 0.0 -0.1 0.0 0.325
H 1.91366 -0.57599 2.01634 0.0 0.0 -0.1 0.227
H 4.06157 -0.33607 2.24256 0.0 0.0 -0.1 0.388
H -3.59276 1.10997 -0.67842 -0.1 0.0 0.0 0.398
H 5.20150 -0.75449 0.95230 -0.1 0.1 0.0 0.317
```
Forces are in eV/Å.

Summary:
Total energy = -25420.2905 eV
Multiplicity = 1
Net charge = 0
Relative energy (zero: lowest compared OMol25 entry of this formula, charge and spin) = 21.71 kJ/mol
Structure (SMILES) = CC[C@H](C)[C@H](N)C(=O)O.NC(=O)C[C@H](N)C(=O)O
HOMO-LUMO gap = 0.3655 Ha
LUMO energy = 0.4 eV